No. 1
Here is a molecular structure, C20H50NO2P2Si4TeY at a distorted geometry from the Open Molecules 2025 dataset. Energies are from ωB97M-V with the def2-TZVPD basis set.

Its charge is +2. The calculation puts the largest force on an atom at 2.06 eV/A. Its frontier orbital gap is 5.80 eV. The total energy is -85552.5243 eV. Its LUMO energy is -6.3 eV. The HOMO energy comes out at -0.446 hartree.

Geometry (Å):
Y 0.192 0.649 0.184
P 2.418 -1.042 0.587
C 2.359 -1.039 -1.283
C 1.055 -1.460 -1.965
N -0.076 -0.837 -1.556
C -1.268 -1.129 -2.119
C -1.334 -2.037 -3.153
C -0.174 -2.569 -3.701
C 1.040 -2.254 -3.101
C -2.533 -0.570 -1.544
P -2.423 1.071 -0.640
H 2.023 -2.569 -3.458
H -2.332 -2.226 -3.529
H -0.206 -3.223 -4.575
H -3.266 -0.438 -2.358
H -2.944 -1.275 -0.797
H 2.563 0.009 -1.599
H 3.154 -1.717 -1.636
H 0.710 3.518 -1.909
O 1.322 2.756 -1.888
H 1.975 2.976 -2.582
H -0.422 4.267 0.099
O -0.497 4.182 -0.864
H -0.963 4.971 -1.170
C -2.697 2.211 -2.034
H -3.730 2.131 -2.406
H -2.524 3.228 -1.646
H -1.988 2.006 -2.847
C -4.133 1.077 0.029
H -4.269 2.017 0.584
H -4.849 1.040 -0.799
H -4.271 0.217 0.695
C 2.678 -2.830 0.934
H 3.632 -3.144 0.483
H 2.747 -2.969 2.032
H 1.851 -3.435 0.538
C 4.189 -0.556 0.731
H 4.378 -0.244 1.772
H 4.854 -1.403 0.501
H 4.404 0.276 0.046
C -3.897 -0.351 5.258
Si -2.321 -1.211 5.812
C -2.020 -0.757 7.622
C -2.540 -3.074 5.698
Si -0.609 -0.629 4.241
Te -0.962 -1.470 1.928
Si -0.441 1.720 4.290
C -0.316 2.253 6.104
C 1.091 2.313 3.359
C -1.995 2.466 3.535
Si 1.338 -1.467 5.320
C 1.515 -0.983 7.139
C 1.267 -3.346 5.189
C 2.834 -0.833 4.377
H -4.722 -0.833 5.799
H -4.093 -0.465 4.186
H -3.924 0.716 5.495
H -2.965 -0.967 8.143
H -1.247 -1.361 8.108
H -1.782 0.297 7.798
H -2.659 -3.423 4.667
H -1.726 -3.645 6.154
H -3.465 -3.316 6.238
H 0.563 1.869 6.632
H -0.235 3.350 6.105
H -1.192 2.004 6.712
H 1.293 1.917 2.351
H 0.983 3.399 3.259
H 1.990 2.124 3.952
H -2.229 2.092 2.533
H -2.877 2.306 4.162
H -1.834 3.548 3.457
H 0.777 -1.453 7.795
H 2.503 -1.348 7.455
H 1.494 0.095 7.327
H 1.029 -3.697 4.178
H 2.265 -3.723 5.449
H 0.547 -3.799 5.879
H 2.730 -0.880 3.290
H 3.096 0.195 4.644
H 3.683 -1.468 4.657

Atom charges from the Löwdin analysis, given in e for atoms 1 to 2: 1.0165 0.7408

=====

No. 2
Here is a molecular structure, C18H14HoN4O4 from the Open Molecules 2025 dataset. Energies are from ωB97M-V with the def2-TZVPD basis set.

Its charge is +1. The calculation puts the largest force on an atom at 0.90 eV/A. The spin multiplicity is 5. Its frontier orbital gap (alpha / beta) is 6.38 / 6.44 eV. The total energy is -58837.7300 eV. Its LUMO energy (alpha / beta) is -4.2 / -4.1 eV. Its energy above the lowest of the compared OMol25 structures with the same formula, charge and spin is 14.6 kcal per mole. The HOMO energy (alpha / beta) comes out at -0.387 / -0.387 hartree.

Geometry (Å):
Ho -0.521 -0.590 -0.792
O -1.552 -1.821 5.830
C -1.923 -1.903 4.660
O -2.883 -2.463 4.101
C -1.108 -1.173 3.621
C -1.606 0.026 3.090
C -1.045 0.519 1.940
N 0.005 -0.087 1.339
C 0.554 -1.183 1.900
C 0.037 -1.737 3.051
C 1.651 -1.788 1.086
C 2.548 -2.687 1.636
C 3.526 -3.223 0.813
C 3.566 -2.862 -0.525
C 2.617 -1.976 -1.001
N 1.677 -1.437 -0.215
C -1.596 1.676 1.179
C -2.213 2.751 1.798
C -2.702 3.781 1.009
C -2.569 3.712 -0.369
C -1.945 2.605 -0.914
N -1.467 1.606 -0.162
H -2.479 0.485 3.535
H 0.440 -2.645 3.476
H 2.493 -2.944 2.683
H 4.252 -3.919 1.211
H 4.310 -3.262 -1.197
H 2.605 -1.689 -2.046
H -2.289 2.787 2.875
H -3.179 4.637 1.467
H -2.934 4.495 -1.016
H -1.825 2.510 -1.987
N -3.321 -0.929 -0.681
C -3.358 -2.391 -1.006
C -1.893 -2.495 -1.319
O -1.104 -2.672 -0.344
O -1.442 -1.888 -2.349
H -3.897 -0.725 0.128
H -3.686 -0.408 -1.471
H -4.013 -2.659 -1.829
H -3.592 -2.961 -0.111

Atom charges from the Löwdin analysis, given in e for atoms 1 to 2: 1.8278 0.0409

=====

No. 3
Here is a molecular structure, C31H36BrClLaN11O3PS2 at a distorted geometry from the Open Molecules 2025 dataset. Energies are from ωB97M-V with the def2-TZVPD basis set.

Its charge is +1. The calculation puts the largest force on an atom at 2.62 eV/A. Its frontier orbital gap is 8.16 eV. The total energy is -169650.9110 eV. Its LUMO energy is -2.0 eV. Its energy above the lowest of the compared OMol25 structures with the same formula, charge and spin is 21.2 kcal per mole. The HOMO energy comes out at -0.374 hartree.

Geometry (Å):
La -0.325 -0.264 1.227
C -1.421 3.630 4.660
N -2.079 2.324 4.623
C -2.477 1.641 5.756
C -3.037 0.514 5.339
N -3.007 0.530 3.963
C -2.481 1.683 3.479
S -2.238 2.144 1.890
C -3.603 -0.508 3.148
C -4.951 -0.856 3.346
C -5.459 -1.960 2.705
C -4.639 -2.722 1.908
C -3.342 -2.256 1.716
N -2.844 -1.129 2.221
H -1.663 4.121 5.593
H -1.577 4.290 3.816
H -0.381 3.397 4.655
H -2.287 2.039 6.724
H -3.366 -0.314 5.895
H -5.475 -0.202 3.997
H -6.510 -2.156 2.800
H -4.920 -3.623 1.381
H -2.701 -2.797 1.053
C 1.171 -4.244 -2.957
C 0.594 -4.544 -1.643
N 0.363 -5.658 -1.075
N -0.070 -5.325 0.159
C -0.084 -4.014 0.469
S -0.339 -3.204 1.986
N 0.333 -3.491 -0.747
N 0.356 -2.139 -0.980
H 1.207 -5.195 -3.511
H 2.116 -3.723 -2.836
H 0.556 -3.563 -3.553
H -0.576 -6.017 0.691
H 1.296 -1.819 -1.204
H -0.412 -1.883 -1.694
Br 4.558 -2.610 -2.343
C 3.876 -0.847 -2.780
C 4.625 -0.068 -3.621
C 4.043 1.127 -4.026
C 2.784 1.492 -3.585
C 2.197 0.660 -2.606
N 2.713 -0.512 -2.248
C 0.881 1.044 -1.966
O 0.147 1.733 -2.666
O 0.592 0.564 -0.784
H 5.598 -0.346 -3.936
H 4.530 1.853 -4.725
H 2.271 2.369 -3.846
C -2.991 1.953 -1.604
N -2.769 0.694 -2.296
C -3.053 0.618 -3.610
C -2.909 -0.509 -4.382
C -2.411 -1.625 -3.698
N -2.224 -1.608 -2.373
C -2.379 -0.476 -1.661
O -2.109 -0.472 -0.459
N -2.126 -2.759 -4.302
H -3.664 2.585 -2.210
H -2.041 2.480 -1.597
H -3.303 1.816 -0.596
H -3.586 1.541 -3.944
H -3.403 -0.552 -5.318
H -2.309 -2.864 -5.300
H -2.005 -3.553 -3.702
C 2.314 3.335 2.823
P 1.717 2.439 1.321
C 1.245 3.845 0.244
C 3.377 1.807 0.680
C 3.884 0.767 1.504
C 5.098 0.148 1.192
C 5.776 0.467 0.009
C 5.238 1.420 -0.795
C 4.062 2.041 -0.533
H 3.041 2.695 3.413
H 1.499 3.549 3.534
H 2.816 4.232 2.569
H 1.977 4.631 0.137
H 0.351 4.291 0.766
H 0.872 3.508 -0.749
H 3.429 0.544 2.471
H 5.548 -0.544 1.880
H 6.733 -0.054 -0.260
H 5.772 1.737 -1.668
H 3.686 2.737 -1.288
Cl 0.308 -0.029 3.932

Atom charges from the Löwdin analysis, given in e for atoms 1 to 2: 1.4959 -0.0076

=====

No. 4
Here is a molecular structure, C40H51B2Cl3F4MoN7OPS3Se at a distorted geometry from the Open Molecules 2025 dataset. Energies are from ωB97M-V with the def2-TZVPD basis set.

Its charge is 0. The calculation puts the largest force on an atom at 1.62 eV/A. Its frontier orbital gap (alpha / beta) is 3.65 / 3.73 eV. The total energy is -213583.1813 eV. Its LUMO energy (alpha / beta) is -1.7 / -1.7 eV. Its energy above the lowest of the compared OMol25 structures with the same formula, charge and spin is 50.4 kcal per mole. The HOMO energy (alpha / beta) comes out at -0.199 / -0.200 hartree.

Geometry (Å):
Mo -0.175 -0.364 0.251
C 0.986 4.909 3.754
C -0.324 4.127 3.605
C -1.471 4.962 4.188
C -0.221 2.824 4.390
N -0.645 3.928 2.150
C -0.693 5.041 1.331
C -1.242 4.675 0.161
N -1.555 3.341 0.240
B -2.540 2.743 -0.798
N -1.893 2.300 -2.126
C -2.600 2.409 -3.304
C -1.772 2.100 -4.319
N -0.541 1.793 -3.779
C -0.635 1.901 -2.429
S 0.596 1.615 -1.276
C 0.672 1.448 -4.587
C 0.299 1.470 -6.067
C 1.154 0.045 -4.219
C 1.749 2.505 -4.337
N -3.441 1.623 -0.193
C -4.614 1.950 0.443
C -5.388 0.852 0.484
N -4.704 -0.172 -0.145
C -3.484 0.314 -0.502
S -2.130 -0.516 -1.175
C -5.388 -1.471 -0.425
C -6.814 -1.159 -0.898
C -4.719 -2.261 -1.548
C -5.427 -2.276 0.874
C -1.121 2.871 1.427
S -1.267 1.198 1.866
H 1.255 4.939 4.809
H 0.892 5.937 3.402
H 1.790 4.430 3.208
H -1.283 5.144 5.246
H -2.420 4.433 4.087
H -1.555 5.926 3.686
H -0.016 3.070 5.432
H 0.588 2.199 4.019
H -1.148 2.259 4.344
H -0.343 6.006 1.647
H -1.476 5.264 -0.708
H -3.305 3.629 -1.067
H -3.639 2.687 -3.312
H -1.977 2.075 -5.371
H -0.450 0.710 -6.300
H 1.195 1.241 -6.640
H -0.060 2.451 -6.384
H 0.339 -0.680 -4.285
H 1.563 0.005 -3.212
H 1.945 -0.262 -4.903
H 1.385 3.496 -4.623
H 2.632 2.270 -4.928
H 2.039 2.525 -3.291
H -4.802 2.944 0.807
H -6.365 0.719 0.908
H -6.793 -0.498 -1.766
H -7.430 -0.707 -0.122
H -7.292 -2.092 -1.192
H -4.635 -1.651 -2.447
H -5.338 -3.128 -1.777
H -3.730 -2.614 -1.284
H -6.032 -1.773 1.631
H -4.424 -2.402 1.281
H -5.859 -3.258 0.684
Cl 5.804 0.222 4.902
C 4.623 -0.002 3.663
C 4.019 1.100 3.080
C 3.022 0.890 2.156
Cl 2.414 2.191 1.213
C 2.542 -0.394 1.812
O 1.415 -0.520 1.109
C 3.377 -1.457 2.226
Cl 3.328 -2.954 1.398
C 4.362 -1.268 3.178
H 4.350 2.102 3.311
H 4.957 -2.111 3.499
F 1.501 -2.955 -3.097
B 0.609 -2.920 -2.060
F 0.751 -3.982 -1.166
F -0.720 -2.830 -2.508
F 0.841 -1.688 -1.270
C 0.265 -3.431 2.025
P -1.083 -2.418 1.344
C -1.838 -3.628 0.199
C -2.195 -2.458 2.804
C -2.953 -3.589 3.099
C -3.734 -3.635 4.243
C -3.754 -2.557 5.118
C -2.968 -1.446 4.857
C -2.187 -1.403 3.710
H -0.155 -4.325 2.486
H 0.822 -2.865 2.770
H 0.911 -3.713 1.198
H -1.508 -4.633 0.457
H -1.487 -3.411 -0.810
H -2.925 -3.578 0.216
H -2.930 -4.448 2.439
H -4.331 -4.513 4.452
H -4.381 -2.588 6.000
H -2.955 -0.611 5.545
H -1.561 -0.545 3.525
Se 3.873 -0.554 -0.965
C 4.494 -0.191 -2.707
C 4.913 1.095 -3.059
C 5.375 1.322 -4.344
N 5.441 0.383 -5.287
C 5.037 -0.841 -4.944
C 4.564 -1.183 -3.688
H 4.869 1.891 -2.328
H 5.712 2.313 -4.640
H 5.100 -1.588 -5.730
H 4.226 -2.187 -3.474

Atom charges from the Löwdin analysis, given in e for atoms 1 to 2: 0.9886 -0.0278